A molecular structure, C6H10O. Source: the OMol25 dataset; level of theory: wB97M-V/def2-TZVPD.

The geometry in XYZ format:
```
17
Properties=species:S:1:pos:R:3:forces:R:3:mulliken_charge:R:1
C 1.848 -0.743 -0.050 0.0602 0.0003 -0.0434 -1.108
C 0.912 0.081 0.779 -0.0819 -0.1391 -0.1485 -0.412
C -0.035 1.603 -0.431 -0.0927 0.0101 -0.1412 -0.965
C -1.232 0.851 0.147 0.0475 0.2727 0.2129 0.256
O -1.868 0.010 -0.815 -0.1064 0.0448 -0.1174 -0.475
C -1.232 -1.158 -0.265 0.1056 -0.3904 0.0019 -0.498
C -0.547 -0.336 0.848 -0.0269 -0.0088 0.1182 0.037
H 2.383 -1.383 0.668 -0.0860 0.0536 -0.0885 0.309
H 2.614 -0.123 -0.525 -0.0671 -0.0699 0.1247 0.337
H 1.405 -1.403 -0.811 0.0678 0.1537 0.0747 0.296
H 0.892 1.316 0.369 0.0536 0.0681 0.0547 0.213
H 0.009 2.681 -0.246 0.0092 -0.1607 -0.0262 0.381
H 0.145 1.372 -1.481 -0.0134 -0.0065 0.1446 0.328
H -1.951 1.477 0.685 0.1095 -0.0842 -0.0845 0.386
H -0.575 -1.647 -0.996 -0.1197 0.0793 0.1157 0.194
H -1.971 -1.888 0.087 0.0889 0.1190 -0.0358 0.274
H -0.846 -0.627 1.860 0.0519 0.0579 -0.1619 0.447
```
Positions in Å, forces in eV/Å.

Calculated values
- LUMO: 0.684 eV
- Energy relative to the best compared isomer or geometry (same formula, charge and spin): 481.5 kJ/mol
- Electronic energy: -8426.25042 eV